This record from OMol25 describes a structure of composition C35H52MnOP4Se at a distorted geometry. The level of theory is ωB97M-V/def2-TZVPD.

Net charge: +3
<S²>: 6.36
Spin multiplicity: 5
F_max (eV/Å): 3.0
Gap between HOMO and LUMO (spin up / spin down) (eV): 3.9 / 3.2

Structure (XYZ):
```
94
Properties=species:S:1:pos:R:3:forces:R:3:lowdin_spin:R:1
Mn 0.060476 0.759377 -0.709296 -0.133 0.059 2.956 3.533
P 0.315656 2.786257 0.761145 -0.005 0.559 0.139 -0.022
P -2.325187 1.079725 -0.973321 -1.843 0.388 -0.633 -0.025
P 2.421830 0.428077 -0.990221 2.095 -0.181 -0.668 -0.031
H -1.426655 -2.695446 -9.516169 0.143 -0.164 -0.045 0.000
C -0.571825 -3.351357 -9.351901 -0.106 -0.618 0.369 0.000
C -0.732415 -4.621057 -8.952778 0.104 0.685 -0.061 0.000
H -1.722044 -5.043109 -8.774575 0.246 0.118 -0.094 0.000
C 0.438631 4.379020 -0.128154 0.034 -0.133 0.123 -0.006
C -1.107378 3.045799 1.895524 -0.124 -0.305 -0.102 0.000
C 1.804968 2.803148 1.838073 0.089 -0.266 -0.071 0.000
C -2.992800 -0.035252 -2.267307 0.344 -0.174 -0.010 -0.004
C -3.531321 0.850686 0.396580 0.438 -0.196 0.613 -0.002
C -2.797904 2.744190 -1.614305 0.354 -0.003 0.027 0.011
C 2.749138 -0.849017 -2.264030 -0.390 -0.095 0.050 -0.005
C 3.503657 -0.103694 0.394074 -0.494 -0.087 0.546 -0.002
C 3.357149 1.882832 -1.630785 -0.350 0.125 0.017 0.010
H 0.417720 -2.938117 -9.546526 -0.162 -0.127 -0.034 0.000
H 0.120300 -5.282382 -8.795273 -0.213 0.169 -0.102 0.000
H 0.456314 5.190627 0.613584 0.011 -0.107 -0.343 -0.002
H -0.420588 4.503314 -0.800151 0.237 0.100 0.178 0.000
H 1.362390 4.398230 -0.722167 -0.228 0.122 0.136 0.000
H -0.875570 3.850351 2.607289 -0.071 -0.105 -0.285 -0.001
H -1.302392 2.119455 2.451322 0.097 0.394 -0.218 0.000
H -2.016464 3.301277 1.334421 0.310 0.122 0.090 0.000
H 1.799551 3.708915 2.462821 -0.026 -0.191 -0.250 -0.001
H 2.723058 2.795612 1.232947 -0.299 0.152 0.129 0.000
H 1.814965 1.918245 2.489099 -0.025 0.323 -0.321 0.000
H -4.090388 -0.074377 -2.228797 0.315 0.133 0.044 -0.001
H -2.587735 -1.041108 -2.096401 -0.246 0.154 -0.045 -0.001
H -2.672082 0.297228 -3.262596 -0.122 -0.038 0.231 0.000
H -4.427290 1.472716 0.238802 0.427 -0.166 -0.174 -0.001
H -3.072607 1.127972 1.355361 -0.233 -0.151 -0.239 0.000
H -3.841631 -0.202436 0.455063 0.217 0.246 0.002 0.000
H -3.892193 2.813420 -1.681415 0.291 -0.126 0.007 -0.001
H -2.363435 2.892756 -2.612129 -0.240 0.036 0.270 0.010
H -2.437579 3.543464 -0.953871 -0.139 -0.195 -0.148 0.000
H 3.815148 -1.115715 -2.289322 -0.281 0.190 0.059 -0.001
H 2.434504 -0.492600 -3.253177 0.116 -0.061 0.229 0.000
H 2.157814 -1.741583 -2.021758 0.227 0.120 -0.068 -0.001
H 4.555232 -0.147323 0.067546 -0.457 0.097 -0.178 -0.001
H 3.202686 -1.101108 0.743169 0.026 0.267 -0.008 0.000
H 3.425440 0.601182 1.234632 0.012 -0.317 -0.263 0.000
H 4.436326 1.686966 -1.567623 -0.321 -0.063 -0.019 -0.001
H 3.131128 2.784033 -1.046620 0.096 -0.189 -0.131 0.000
H 3.080441 2.071541 -2.675605 0.194 -0.024 0.264 0.007
C 0.173679 0.906755 -4.371129 -0.050 0.386 1.135 0.122
C -0.243181 -0.431564 -4.370882 -0.253 -1.159 -0.292 0.059
C -0.307365 -1.151104 -5.565295 -0.158 -0.022 1.121 0.025
C 0.063554 -0.554531 -6.774062 0.084 0.249 -0.089 0.168
C 0.484442 0.783512 -6.778259 0.119 0.616 0.429 0.010
C 0.527864 1.515539 -5.592130 0.208 0.360 -0.764 0.071
Se 0.255814 1.989161 -2.773666 0.039 -0.586 -1.924 0.170
H -0.124364 -0.482778 -1.624379 0.009 -0.144 -0.005 -0.097
H -0.514400 -0.910024 -3.426716 0.087 0.087 -0.469 -0.006
H -0.649073 -2.187635 -5.544971 0.131 0.306 -0.054 -0.001
H 0.024806 -1.126766 -7.702751 -0.005 0.129 0.259 0.007
H 0.779401 1.258279 -7.713129 -0.085 -0.079 0.253 -0.002
H 0.839477 2.560561 -5.587887 -0.037 -0.252 -0.181 -0.002
O 0.045359 0.324985 1.736067 0.094 0.586 -2.695 0.012
P -0.074001 -0.665865 2.879148 0.155 0.832 0.822 0.002
C -1.689410 -1.434764 2.872632 -0.344 -0.573 -0.018 0.000
C -2.702501 -0.839867 3.651040 0.110 -0.115 0.057 0.000
C -3.940824 -1.458770 3.792932 -0.055 0.219 -0.222 0.000
C -4.214310 -2.662928 3.150823 0.351 0.086 -0.121 0.000
C -3.231885 -3.219435 2.328895 -0.049 -0.027 -0.380 0.000
C -1.987394 -2.604247 2.153398 -0.329 0.054 0.269 0.000
C 1.403386 -1.674580 2.958660 0.139 -0.734 0.020 0.000
C 1.477208 -2.994161 2.490023 0.382 0.108 0.202 0.000
C 2.645164 -3.732648 2.709740 0.025 -0.180 -0.290 0.000
C 3.752581 -3.178630 3.351785 -0.329 0.041 -0.174 0.000
C 3.688477 -1.851936 3.768040 -0.006 0.205 -0.180 0.000
C 2.532681 -1.101706 3.580062 -0.112 -0.101 -0.007 0.000
C -0.009352 0.208451 4.451973 0.010 -0.163 0.149 -0.002
C -0.124820 -0.685506 5.532385 0.036 0.534 0.225 0.000
C -0.069738 -0.197402 6.835124 0.020 0.256 -0.363 0.000
C 0.097408 1.184808 7.034978 0.034 0.112 0.090 0.000
C 0.225112 2.081531 5.961564 0.018 -0.340 0.021 0.000
C 0.185881 1.586535 4.652198 -0.150 -0.386 0.355 0.000
H -2.527001 0.106963 4.167562 0.032 -0.392 -0.053 0.000
H -4.706431 -0.979139 4.391096 0.067 -0.047 0.030 0.000
H -5.189668 -3.142041 3.266949 0.411 0.098 -0.021 0.000
H -3.457206 -4.137449 1.791798 0.111 0.123 0.080 0.000
H -1.264687 -3.028371 1.454154 -0.233 -0.023 0.321 0.000
H 0.638895 -3.451914 1.965078 0.273 0.032 0.299 0.000
H 2.699226 -4.759194 2.356539 -0.064 0.138 0.081 0.000
H 4.659407 -3.766051 3.512958 -0.363 0.165 -0.041 0.000
H 4.552450 -1.390135 4.229270 -0.058 -0.018 0.082 0.000
H 2.510201 -0.069744 3.943007 -0.073 -0.388 -0.044 0.000
H -0.259312 -1.757028 5.338833 0.055 0.407 0.194 0.000
H -0.160223 -0.900689 7.665121 0.051 0.410 -0.138 0.000
H 0.138745 1.574793 8.054541 -0.029 -0.144 -0.322 0.000
H 0.364470 3.162316 6.128131 -0.087 -0.724 0.038 0.000
H 0.304405 2.283695 3.823546 -0.094 -0.419 0.345 0.000
```
Positions in Å, forces in eV/Å.